{"formula": "C45H51FN4O4S2", "method": "wB97M-V/def2-TZVPD", "species": ["C", "C", "C", "C", "C", "C", "C", "C", "C", "C", "C", "C", "N", "N", "N", "C", "C", "C", "C", "C", "C", "C", "C", "C", "C", "C", "C", "C", "C", "C", "C", "C", "C", "C", "C", "C", "H", "H", "H", "H", "H", "H", "H", "H", "H", "H", "H", "H", "H", "H", "H", "H", "H", "H", "H", "H", "H", "H", "H", "H", "H", "H", "H", "H", "H", "H", "H", "H", "H", "H", "H", "H", "H", "H", "H", "H", "H", "C", "C", "C", "C", "S", "N", "F", "S", "C", "C", "C", "C", "C", "C", "O", "O", "O", "O", "C", "C", "H", "H", "H", "H", "H", "H", "H", "H", "H", "H"], "xyz": [[-0.62739, -2.87039, 1.84490], [-0.93099, -2.35580, 0.43848], [-2.32072, -2.81096, 0.01537], [0.10268, -2.84089, -0.54756], [0.04721, -4.08901, -1.11159], [1.11362, -4.55794, -1.88935], [2.23045, -3.71144, -2.11211], [2.35022, -2.47279, -1.50205], [3.65085, -1.66627, -1.70252], [3.76335, -1.09322, -3.13275], [4.89894, -2.41050, -1.14393], [1.23814, -2.02607, -0.76157], [1.15526, -0.70044, -0.15506], [2.01052, -0.29742, 0.79805], [1.81765, 1.00350, 0.92555], [2.32519, 1.75587, 2.03741], [3.63133, 2.26191, 1.94478], [4.57231, 1.88767, 0.76349], [4.94540, 0.41779, 0.96092], [5.76234, 2.84750, 0.62728], [4.08673, 2.93990, 3.05188], [3.29303, 3.16806, 4.16607], [2.02356, 2.60984, 4.25695], [1.50788, 1.92367, 3.16875], [0.14004, 1.22750, 3.28223], [-0.87097, 2.12276, 4.01422], [0.34233, -0.12312, 3.98905], [0.81548, 1.45228, 0.06006], [0.71628, 2.89068, -0.19247], [1.19525, 3.41518, -1.40354], [1.47517, 4.81702, -1.50369], [1.13267, 5.63566, -0.40791], [0.47295, 5.12468, 0.72642], [0.23478, 3.73584, 0.81589], [0.34934, 0.36895, -0.68099], [-0.82057, 0.26040, -1.62040], [0.38160, -2.58780, 2.14940], [-1.36104, -2.45239, 2.53946], [-0.70703, -3.96001, 1.83374], [-0.95327, -1.25918, 0.46872], [-2.52606, -2.36288, -0.96128], [-2.31217, -3.90377, -0.03099], [-3.08192, -2.47201, 0.72582], [-0.78554, -4.74409, -0.85133], [1.03432, -5.53988, -2.32268], [3.06101, -4.08411, -2.70076], [3.52879, -0.80782, -1.02125], [2.84072, -0.52969, -3.32859], [4.59956, -0.38266, -3.18915], [3.89281, -1.84686, -3.91634], [4.68642, -2.70160, -0.10497], [5.21177, -3.30083, -1.69046], [5.74033, -1.71343, -1.10493], [4.00353, 1.97144, -0.18821], [4.02815, -0.15527, 1.07559], [5.51116, 0.00418, 0.13203], [5.51446, 0.28128, 1.88574], [5.43300, 3.88827, 0.58849], [6.48281, 2.74728, 1.43794], [6.29606, 2.66170, -0.30427], [5.10898, 3.28750, 3.00797], [3.66750, 3.75829, 4.95932], [1.42554, 2.71511, 5.14736], [-0.22843, 1.04206, 2.25006], [-0.85022, 3.14078, 3.60760], [-1.88904, 1.73037, 3.90921], [-0.60843, 2.16370, 5.07735], [1.11916, -0.69007, 3.46332], [0.68570, 0.07083, 5.01312], [-0.58305, -0.70839, 4.01794], [1.46095, 2.77078, -2.21225], [1.96671, 5.24272, -2.36031], [1.37917, 6.74511, -0.43256], [0.16579, 5.78899, 1.54617], [-0.22371, 3.30490, 1.67929], [-1.21918, 1.23873, -1.86017], [-0.59435, -0.66308, -2.36278], [-4.21225, 3.60029, 1.23215], [-5.39083, 2.85486, 1.29282], [-5.66937, 1.90354, 0.27354], [-4.85286, 1.88523, -0.86695], [-5.41424, 0.85600, -2.29839], [-4.91801, -0.76159, -2.03443], [-2.33732, -0.01385, -1.18737], [-4.82542, -1.84508, -3.36316], [-4.20190, -3.45663, -2.70513], [-3.06711, -3.99074, -3.32492], [-2.64157, -5.28382, -2.98394], [-3.25954, -5.94332, -1.90958], [-4.46448, -5.46294, -1.37398], [-4.90979, -4.17474, -1.73065], [-6.24977, -2.01430, -3.53170], [-3.88920, -1.61679, -4.41228], [-6.78423, 0.67271, -2.02602], [-4.88774, 1.55653, -3.47461], [-3.69984, 2.67198, -0.95611], [-3.41732, 3.61736, 0.06130], [-3.93073, 4.20187, 2.09986], [-6.07606, 2.90201, 2.14532], [-6.48873, 1.22445, 0.30081], [-2.53107, -3.44378, -4.08848], [-1.78998, -5.73698, -3.48924], [-2.83094, -6.85924, -1.52045], [-5.01993, -6.02653, -0.62889], [-5.80272, -3.70750, -1.32755], [-2.99876, 2.56701, -1.77312], [-2.57113, 4.29539, 0.00853]], "homo_lumo_gap_ev": 4.6, "de_lowest_kcal_mol": 28.9, "homo_ha": -0.2292, "total_energy_ev": -86024.1822}

=====

{"formula": "C45H51MgN4O4PS3", "method": "wB97M-V/def2-TZVPD", "species": ["Mg", "C", "O", "C", "C", "C", "C", "C", "C", "N", "N", "C", "O", "C", "C", "C", "C", "C", "C", "C", "O", "H", "H", "H", "H", "H", "H", "H", "H", "H", "H", "H", "H", "S", "C", "N", "C", "C", "N", "C", "C", "C", "C", "C", "C", "C", "C", "S", "C", "C", "C", "C", "C", "C", "C", "H", "H", "H", "H", "H", "H", "H", "H", "H", "H", "H", "H", "H", "H", "H", "H", "H", "H", "C", "C", "S", "O", "C", "C", "H", "H", "H", "H", "H", "H", "H", "H", "H", "H", "C", "P", "C", "C", "C", "C", "C", "C", "C", "H", "H", "H", "H", "H", "H", "H", "H", "H", "H", "H"], "xyz": [[-0.72980, 0.92230, 1.49287], [-4.79806, 0.72820, -0.57044], [-4.80015, -0.63395, -0.17169], [-4.50389, -0.93045, 1.13543], [-5.32475, -1.85022, 1.75118], [-5.09124, -2.27689, 3.05922], [-4.01735, -1.75774, 3.74186], [-3.14548, -0.83902, 3.13793], [-2.04587, -0.33937, 3.94012], [-1.07676, 0.34619, 3.46474], [-0.13077, 0.82750, 4.36121], [0.47387, 1.85828, 3.83037], [0.20257, 2.37846, 2.67686], [1.60593, 2.44855, 4.61160], [2.24793, 3.58578, 4.13117], [3.32652, 4.12970, 4.81395], [3.77583, 3.53736, 5.98553], [3.13668, 2.40365, 6.47260], [2.05707, 1.86250, 5.79262], [-3.36024, -0.39850, 1.79980], [-2.57344, 0.42801, 1.17897], [-5.33533, 0.76200, -1.51811], [-3.78906, 1.11252, -0.69702], [-5.33102, 1.34726, 0.16093], [-6.16246, -2.23254, 1.17987], [-5.75203, -2.99646, 3.52423], [-3.81965, -2.06178, 4.76428], [-2.06542, -0.53941, 5.01316], [1.88504, 4.03058, 3.21389], [3.81473, 5.01926, 4.43440], [4.61803, 3.95848, 6.52073], [3.48076, 1.94180, 7.39006], [1.54877, 0.98108, 6.16010], [-0.85637, -2.14618, 0.34835], [0.39094, -1.88653, -0.68569], [1.58062, -2.52364, -0.64404], [2.50397, -2.46018, -1.76167], [1.70502, -2.34437, -3.03532], [0.89726, -1.13597, -2.94076], [0.70579, -0.38026, -4.17906], [-0.10208, -1.17720, -5.17314], [-1.41786, -1.52138, -4.86574], [-2.16629, -2.27306, -5.75599], [-1.61066, -2.68538, -6.96189], [-0.30429, -2.34473, -7.27277], [0.44832, -1.59495, -6.37698], [0.25200, -0.84434, -1.79673], [-0.63196, 0.53085, -1.54803], [1.96774, -3.39445, 0.46460], [1.97272, -4.85082, 0.06871], [0.80009, -5.45641, -0.38221], [0.80765, -6.78707, -0.76779], [1.98203, -7.52818, -0.70726], [3.15006, -6.93250, -0.26005], [3.14336, -5.59662, 0.12267], [3.09420, -3.37657, -1.76328], [3.18759, -1.60776, -1.66777], [1.07768, -3.22847, -3.18166], [2.35929, -2.24597, -3.90040], [1.68960, -0.13891, -4.58933], [0.20069, 0.54428, -3.91456], [-1.85056, -1.19389, -3.92623], [-3.18766, -2.53515, -5.51136], [-2.19869, -3.27081, -7.65692], [0.13258, -2.66373, -8.21053], [1.47153, -1.32879, -6.62047], [1.27167, -3.20360, 1.27771], [2.97056, -3.09656, 0.78726], [-0.11528, -4.87754, -0.41763], [-0.10825, -7.25135, -1.11094], [1.98286, -8.56847, -1.00667], [4.06821, -7.50405, -0.20996], [4.05844, -5.13093, 0.47370], [3.74115, -1.00412, 2.60404], [3.76650, -0.14167, 1.35193], [2.39806, 1.02598, 1.41817], [1.19311, 0.14221, 1.15804], [2.68244, 1.90702, -0.13187], [3.62199, 3.08427, 0.08158], [4.53915, -1.74611, 2.56744], [2.78597, -1.52483, 2.68749], [3.87407, -0.39531, 3.49970], [3.63455, -0.73145, 0.44087], [4.68414, 0.44739, 1.27026], [1.68082, 2.22473, -0.42937], [3.04443, 1.20103, -0.88384], [3.18776, 3.79867, 0.78124], [3.80441, 3.59437, -0.86428], [4.58839, 2.76859, 0.47985], [-0.42285, 4.90301, 0.70098], [-1.47387, 3.42181, 0.45638], [-2.77975, 3.70910, 1.69626], [-2.28820, 3.80577, -1.13258], [-3.66372, 3.97333, -1.26615], [-4.23242, 4.19881, -2.51311], [-3.43314, 4.26764, -3.64339], [-2.05912, 4.10330, -3.52340], [-1.49646, 3.86613, -2.28031], [0.33156, 4.96292, -0.08498], [0.08033, 4.78889, 1.66175], [-1.01336, 5.82057, 0.69232], [-3.24406, 4.69163, 1.59080], [-2.30614, 3.63498, 2.67675], [-3.52752, 2.91917, 1.62886], [-4.30591, 3.91986, -0.39615], [-5.30529, 4.32026, -2.59784], [-3.87700, 4.44363, -4.61516], [-1.42810, 4.14924, -4.40224], [-0.42537, 3.70764, -2.20267]], "homo_lumo_gap_ev": 6.2, "de_lowest_kcal_mol": 11.2, "homo_ha": -0.2433, "total_energy_ev": -108886.0373}